# 1
C5H12NO8RbS as an isolated structure in a non-equilibrium geometry, computed with wB97M-V/def2-TZVPD.

```
! wB97M-V def2-TZVPD RIJCOSX def2/J DEFGRID3
* xyz -2 1
Rb -2.508 -0.367 3.112
N -1.761 3.228 2.251
O -3.002 3.283 2.222
O -1.061 4.061 1.659
O -1.193 2.278 2.877
O -3.436 0.720 -2.135
C -2.313 0.025 -1.975
C -2.253 -1.130 -0.943
O -2.795 -1.022 0.295
H -1.463 0.763 -1.780
H -1.989 -0.468 -2.951
H -1.156 -1.412 -0.918
H -2.799 -1.954 -1.478
O 0.244 -0.508 2.266
S 1.249 -0.001 1.399
O 2.481 0.514 1.922
O 1.595 -1.220 0.412
C 2.844 -1.179 -0.255
C 2.786 -2.157 -1.421
C 0.484 1.138 0.307
H 3.708 -1.384 0.383
H 3.018 -0.193 -0.704
H 1.978 -1.870 -2.090
H 2.637 -3.188 -1.090
H 3.763 -2.172 -1.914
H 0.167 1.955 0.974
H -0.436 0.677 -0.064
H 1.212 1.585 -0.360
*
```

## Properties
Gap between HOMO and LUMO: 1.846 eV

***

# 2
A 2-piece molecular cluster, C3H3FS overall in a non-equilibrium geometry, computed with wB97M-V/def2-TZVPD.

```
! wB97M-V def2-TZVPD RIJCOSX def2/J DEFGRID3
* xyz 0 1
C 0.838 -0.196 -0.336
C 2.082 0.309 -0.601
C -0.019 0.333 0.721
H 2.662 -0.011 -1.418
H 2.727 0.779 0.239
H 0.714 0.483 1.979
F 0.418 -1.183 -1.228
S -1.704 0.420 0.722
*
```

## Properties
Energy relative to the best compared isomer or geometry (same formula, charge and spin): 190.9 kJ/mol
Gap between HOMO and LUMO: 7.860 eV

***

# 3
C33H33IrN2O3STe as an isolated structure in a non-equilibrium geometry, computed with wB97M-V/def2-TZVPD.

```
! wB97M-V def2-TZVPD RIJCOSX def2/J DEFGRID3
* xyz 1 2
Ir -0.295 0.083 0.965
O 0.546 -2.463 -0.560
S -0.753 -2.731 0.009
O -0.856 -3.375 1.286
N -1.494 -1.240 0.048
C -2.847 -1.120 0.419
C -3.835 -2.069 0.454
C -5.167 -1.670 0.728
C -5.506 -0.362 0.928
C -4.494 0.630 0.904
C -4.697 2.008 1.122
C -3.626 2.863 1.121
C -2.335 2.353 0.935
N -2.110 1.066 0.747
C -3.176 0.217 0.689
C -1.614 -3.677 -1.189
C -1.945 -4.989 -0.883
C -2.583 -5.754 -1.849
C -2.897 -5.199 -3.081
C -2.572 -3.877 -3.365
C -1.924 -3.104 -2.418
H -3.615 -3.110 0.266
H -5.932 -2.434 0.764
H -6.531 -0.071 1.114
H -5.702 2.381 1.280
H -3.750 3.925 1.274
H -1.476 3.009 0.954
H -1.698 -5.396 0.088
H -2.839 -6.783 -1.636
H -3.400 -5.799 -3.828
H -2.823 -3.451 -4.328
H -1.656 -2.076 -2.624
Te 1.569 0.439 -0.689
C 2.336 2.310 -0.218
C 1.706 3.198 0.651
C 2.282 4.430 0.912
C 3.488 4.774 0.313
C 4.121 3.888 -0.548
C 3.549 2.655 -0.817
H 0.778 2.916 1.126
H 1.798 5.121 1.590
H 3.938 5.735 0.522
H 5.062 4.155 -1.009
H 4.051 1.966 -1.486
C 4.238 0.114 2.092
C 3.709 -1.240 2.569
C 3.289 -2.152 1.421
C 2.647 -1.083 3.642
C 2.971 -1.578 4.900
C 2.111 -1.461 5.979
C 0.911 -0.802 5.801
C 0.538 -0.278 4.565
C -0.782 0.462 4.519
C -0.619 1.907 4.046
C -1.823 -0.373 3.774
C 1.400 -0.462 3.482
O 1.151 0.044 2.197
H 5.013 -0.022 1.334
H 4.670 0.684 2.916
H 3.437 0.721 1.670
H 4.541 -1.741 3.067
H 2.527 -1.696 0.789
H 2.868 -3.090 1.787
H 4.149 -2.391 0.792
H 3.930 -2.067 5.027
H 2.385 -1.856 6.949
H 0.240 -0.666 6.640
H -1.131 0.535 5.550
H -0.382 1.983 2.987
H 0.197 2.388 4.588
H -1.534 2.474 4.234
H -1.487 -0.628 2.759
H -2.789 0.132 3.699
H -1.968 -1.336 4.265
*
```

## Properties
Energy relative to the best compared isomer or geometry (same formula, charge and spin): 64.4 kJ/mol
Gap between HOMO and LUMO (spin up / spin down): 6.562 / 5.625 eV

***

# 4
C33H29AsMnNO5S as an isolated structure, computed with wB97M-V/def2-TZVPD.

```
! wB97M-V def2-TZVPD RIJCOSX def2/J DEFGRID3
* xyz -1 6
Mn 0.443 0.027 1.306
C 6.838 -1.989 0.339
O 6.076 -2.967 -0.342
C 4.738 -2.737 -0.453
C 4.005 -3.782 -1.060
C 2.653 -3.635 -1.192
C 1.955 -2.487 -0.752
C 0.508 -2.396 -0.835
C -0.320 -3.489 -1.488
O -0.143 -1.456 -0.376
C 2.705 -1.417 -0.157
O 2.190 -0.328 0.250
C 4.120 -1.596 -0.018
H 7.850 -2.381 0.398
H 6.450 -1.818 1.346
H 6.844 -1.041 -0.205
H 4.523 -4.670 -1.393
H 2.104 -4.446 -1.649
H 0.235 -4.234 -2.049
H -1.037 -3.001 -2.149
H -0.890 -3.987 -0.701
H 4.652 -0.779 0.447
S -1.753 0.577 2.404
C -2.981 1.694 1.814
C -3.762 2.366 2.768
C -4.778 3.228 2.396
C -5.052 3.456 1.053
C -4.286 2.809 0.094
C -3.259 1.943 0.456
As -2.178 0.945 -0.803
C -0.595 2.110 -0.802
C -0.537 3.343 -0.162
C 0.583 4.149 -0.301
C 1.656 3.728 -1.075
C 1.616 2.489 -1.696
C 0.493 1.685 -1.560
C -2.911 1.604 -2.516
C -2.776 2.911 -2.981
C -3.318 3.291 -4.200
C -4.002 2.365 -4.979
C -4.132 1.057 -4.535
C -3.586 0.683 -3.312
H -3.549 2.190 3.815
H -5.361 3.729 3.162
H -5.850 4.126 0.755
H -4.495 2.982 -0.955
H -1.358 3.666 0.467
H 0.624 5.101 0.214
H 2.533 4.356 -1.175
H 2.463 2.137 -2.272
H 0.473 0.707 -2.028
H -2.230 3.635 -2.386
H -3.207 4.312 -4.545
H -4.428 2.662 -5.930
H -4.656 0.327 -5.141
H -3.681 -0.342 -2.970
O 1.922 0.262 3.185
C 2.001 1.466 2.845
O 1.331 1.984 1.919
H 2.709 2.117 3.391
C 0.378 -4.374 3.956
C 1.552 -3.771 3.536
C 1.468 -2.615 2.777
N 0.305 -2.072 2.420
C -0.823 -2.657 2.818
C -0.833 -3.808 3.592
H 0.406 -5.271 4.563
H 2.521 -4.176 3.795
H 2.357 -2.090 2.453
H -1.740 -2.171 2.504
H -1.775 -4.239 3.902
*
```

## Properties
Energy relative to the best compared isomer or geometry (same formula, charge and spin): 0.0 kJ/mol
Gap between HOMO and LUMO (spin up / spin down): 6.772 / 6.998 eV

***

# 5
An isolated ion of composition C3H5N2O2 and charge +1 in a non-equilibrium geometry, computed with wB97M-V/def2-TZVPD.

```
! wB97M-V def2-TZVPD RIJCOSX def2/J DEFGRID3
* xyz 1 1
O -0.834 -1.556 0.779
C -0.087 -0.421 0.907
N -0.919 0.616 0.236
C -0.537 1.105 -0.932
N 0.659 1.103 -1.348
C 1.527 0.298 -0.799
O 1.191 -0.510 0.155
H -0.505 -2.289 1.205
H 0.152 -0.229 1.915
H -1.837 0.273 0.354
H -1.453 1.482 -1.381
H 2.641 0.130 -1.090
*
```

## Properties
Energy relative to the best compared isomer or geometry (same formula, charge and spin): 97.3 kJ/mol
Gap between HOMO and LUMO: 10.389 eV
Structure (SMILES): O[C@@H]1[NH+]=CN=CO1

***

# 6
C3H6N2 in the gas phase in a non-equilibrium geometry, computed with wB97M-V/def2-TZVPD.

```
! wB97M-V def2-TZVPD RIJCOSX def2/J DEFGRID3
* xyz 0 1
C 1.580 -0.064 0.021
N 0.244 -0.244 0.549
C -0.756 0.270 -0.360
C -2.097 0.083 0.198
N -3.136 -0.092 0.670
H 1.690 -0.403 -1.024
H 2.306 -0.589 0.645
H 1.830 1.003 0.050
H 0.061 -1.207 0.789
H -0.599 1.350 -0.474
H -0.729 -0.158 -1.378
*
```

## Properties
Energy relative to the best compared isomer or geometry (same formula, charge and spin): 82.7 kJ/mol
Gap between HOMO and LUMO: 10.514 eV
Structure (SMILES): CNCC#N

***

# 7
A 2-piece molecular cluster, C5H16NO overall in a non-equilibrium geometry, computed with wB97M-V/def2-TZVPD.

```
! wB97M-V def2-TZVPD RIJCOSX def2/J DEFGRID3
* xyz 1 1
C -1.387 0.934 1.444
C -0.651 -0.068 0.586
C -0.378 0.367 -0.859
C -1.633 0.981 -1.476
C 0.803 1.338 -0.965
N 0.663 -0.382 1.269
H -2.361 1.168 1.028
H -0.897 1.902 1.445
H -1.480 0.641 2.495
H -1.228 -0.993 0.549
H -0.212 -0.553 -1.425
H -1.584 0.930 -2.562
H -1.870 1.993 -1.170
H -2.514 0.403 -1.156
H 0.545 2.062 -1.741
H 1.776 0.887 -1.160
H 0.854 1.960 -0.066
H 1.264 0.415 1.001
H 1.141 -1.214 0.906
H 0.542 -0.490 2.269
H 1.877 -3.546 -0.171
H 2.729 -2.396 -0.619
O 1.941 -2.580 -0.087
*
```

## Properties
Energy relative to the best compared isomer or geometry (same formula, charge and spin): 18.6 kJ/mol
Gap between HOMO and LUMO: 12.505 eV

***

# 8
A 2-piece molecular cluster, CH3NO4P overall in a non-equilibrium geometry, computed with wB97M-V/def2-TZVPD.

```
! wB97M-V def2-TZVPD RIJCOSX def2/J DEFGRID3
* xyz 1 1
C 0.842 -0.501 0.658
N 3.545 -0.076 0.263
O 4.045 -0.488 -0.639
O -0.632 0.531 -1.492
O -1.205 1.246 0.847
O -1.826 -1.090 -0.010
P -0.721 -0.018 -0.036
H -1.495 0.390 -1.980
H -0.521 1.407 1.487
H -2.031 -1.401 0.903
*
```

## Properties
Energy relative to the best compared isomer or geometry (same formula, charge and spin): 488.9 kJ/mol
Gap between HOMO and LUMO (spin up / spin down): 5.765 / 7.699 eV

***

Number 1: E -1276.44004 Eh. Number 2: E -614.03882 Eh. Number 3: E -2382.81345 Eh. Number 4: E -5491.00677 Eh. Number 5: E -376.99912 Eh. Number 6: E -227.39333 Eh. Number 7: E -329.87376 Eh. Number 8: E -736.50020 Eh.